This record from the Open Molecules 2025 dataset describes a cluster of 2 separate species, C4H13NO2P in total. The level of theory is ωB97M-V with the def2-TZVPD basis set.

spin multiplicity: 1
total charge: +1
Kohn-Sham gap: 8.2474 eV

Cartesian coordinates (Å):
C1 0.863 -0.107 -1.578
C2 1.902 1.924 -0.504
C3 -1.186 -2.473 0.737
C4 -0.381 1.773 -0.937
N1 0.744 1.185 -0.967
O1 -0.335 -0.296 2.395
O2 -1.194 -1.156 0.241
P1 -1.597 -0.069 1.291
H1 -0.033 -0.729 -1.591
H2 1.245 0.051 -2.608
H3 1.694 -0.640 -1.150
H4 1.695 2.952 -0.578
H5 2.381 1.517 0.425
H6 2.716 1.631 -1.280
H7 -0.335 -2.758 1.284
H8 -1.272 -3.078 -0.093
H9 -2.026 -2.646 1.382
H10 -1.181 1.148 -1.498
H11 -0.681 2.645 -0.530
H12 -0.349 -0.120 3.380
H13 -2.670 -0.754 2.179

Cartesian forces, eV/Å:
1.383 -0.762 -1.900
3.381 -2.920 -1.227
-0.580 -0.517 0.411
-2.188 -5.443 -3.039
-0.848 1.540 1.030
-0.131 0.366 0.582
0.060 -0.386 -0.211
-0.663 1.494 3.501
0.131 0.593 0.245
-0.503 0.044 0.294
0.116 -0.307 0.747
-0.003 1.210 0.424
-1.093 0.619 -0.432
-1.174 0.959 1.051
1.411 0.173 0.588
-0.186 -1.560 -1.743
-0.638 0.005 0.285
1.052 1.461 1.244
-0.092 3.004 1.391
-0.546 -0.223 -1.883
1.112 0.650 -1.358


This record from the Open Molecules 2025 dataset describes a cluster of 2 separate species, C4H13NO2S in total. The level of theory is ωB97M-V with the def2-TZVPD basis set.

SMILES string: CN[C@H](CO)CS.O
spin multiplicity: 1
total charge: 0
Kohn-Sham gap: 9.4894 eV

Cartesian coordinates (Å):
C1 -0.621 0.451 -1.919
N1 -0.753 -0.238 -0.545
C2 0.352 0.061 0.366
C3 1.809 -0.376 -0.111
S1 3.214 0.165 0.848
C4 0.185 1.535 0.844
O1 -0.473 1.380 2.038
H1 -1.628 0.440 -2.333
H2 -0.198 1.450 -1.997
H3 -0.103 -0.103 -2.714
H4 -0.715 -1.197 -0.743
H5 -0.044 -0.581 1.170
H6 2.087 -0.016 -1.128
H7 1.862 -1.475 -0.332
H8 3.350 -0.555 1.922
H9 1.176 1.993 0.800
H10 -0.426 2.066 0.085
H11 -0.198 2.008 2.737
H12 -3.708 -2.550 0.227
H13 -2.414 -1.961 0.711
O2 -2.754 -2.495 0.074

Cartesian forces, eV/Å:
-0.998 -1.435 -0.086
1.329 2.865 -2.475
-0.185 -0.364 -0.356
-1.086 -1.151 -0.851
0.843 1.534 -0.934
0.742 -1.372 -2.285
-0.380 1.263 2.530
-0.197 0.549 0.145
-0.154 0.102 0.829
0.521 -0.402 0.565
-0.264 -1.734 -0.369
1.369 0.342 0.545
-0.490 0.432 0.689
-0.286 0.714 0.705
-0.590 -1.084 0.811
-0.057 0.280 0.896
0.089 -0.167 0.529
-0.165 -0.365 -0.859
0.443 0.075 -0.006
1.437 2.654 2.921
-1.920 -2.737 -2.946